Density functional theory data (the ωB97M-V functional and the def2-TZVPD basis) for a molecular structure, C17H22ClI2OP2Rh.

```
! RIJCOSX wB97M-V def2-TZVPD def2/J DEFGRID3
* xyz 2 5
I -1.930 0.942 -5.850
I 0.037 -0.865 -6.338
Rh -0.086 -0.095 -0.307
Cl 0.272 0.009 2.032
P -1.553 -1.736 0.294
P 1.520 1.676 -0.200
O -0.319 0.136 -3.256
C -3.787 -0.185 0.081
C 1.966 2.365 -1.822
C 0.698 -3.293 0.431
C -4.988 0.889 1.899
C 0.937 3.091 0.790
C 1.381 -4.673 2.301
C 0.254 -4.245 3.021
C 3.090 1.141 0.554
C -0.428 -2.895 1.165
C -2.898 -0.739 1.018
C -0.301 -0.026 -2.107
C -2.524 -2.972 -0.624
C -4.843 0.621 0.525
C -4.055 0.369 2.812
C 1.600 -4.201 0.997
C -0.664 -3.353 2.461
C -2.991 -0.421 2.376
H 1.072 2.766 -2.313
H 2.480 -4.493 0.415
H -5.546 1.019 -0.218
H -5.823 1.520 2.233
H 0.103 -4.580 4.043
H 2.121 -5.342 2.755
H 2.708 3.165 -1.698
H -4.148 0.597 3.870
H -3.655 -0.428 -0.984
H 3.803 1.973 0.591
H 0.697 2.760 1.805
H 3.528 0.334 -0.043
H -1.862 -3.650 -1.163
H 0.869 -2.837 -0.555
H -3.218 -2.516 -1.327
H -1.552 -2.996 2.992
H 0.033 3.511 0.336
H -3.120 -3.588 0.071
H 1.704 3.874 0.832
H -2.212 -0.767 3.056
H 2.908 0.770 1.567
H 2.384 1.573 -2.455
*
```

Output
LUMO level (alpha / beta) = -5.74 / -11.19 eV
Gap between HOMO and LUMO (alpha / beta) = 0.299 / 0.101 Eh
ΔE to the lowest compared entry with this formula, charge and spin = 0.0 kJ/mol

Density functional theory data (the ωB97M-V functional and the def2-TZVPD basis) for a molecular structure, C9H14BN8PdS.

```
! RIJCOSX wB97M-V def2-TZVPD def2/J DEFGRID3
* xyz 1 1
Pd -0.366 0.379 0.002
S -2.730 0.254 0.004
N 2.495 1.356 0.001
N 0.653 3.188 0.000
N -1.750 -2.262 0.000
N -0.404 2.355 -0.001
N -3.492 -3.577 0.001
N -3.853 -2.255 0.003
N -0.446 -1.765 -0.001
N 1.646 0.323 0.001
C 3.734 -0.482 0.001
C -1.517 3.117 -0.002
C -2.813 -1.428 0.003
C -1.171 4.452 -0.003
C -2.202 -3.579 0.000
C 2.391 -0.801 0.001
C 0.212 4.445 -0.001
C 3.748 0.902 0.002
C -1.315 -4.764 -0.003
B 2.186 2.887 0.002
H 2.668 3.365 0.995
H -0.678 -4.781 0.883
H 0.044 -2.085 0.832
H 0.918 5.258 -0.001
H 4.572 1.595 0.002
H 2.670 3.366 -0.991
H -2.499 2.685 -0.004
H -1.934 -5.657 -0.003
H 0.041 -2.083 -0.836
H 1.953 -1.782 0.000
H -4.828 -1.998 0.005
H -1.826 5.304 -0.004
H -0.681 -4.779 -0.891
H 4.575 -1.152 0.001
*
```

Output
LUMO level = -3.80 eV
Gap between HOMO and LUMO = 0.287 Eh
ΔE to the lowest compared entry with this formula, charge and spin = 0.0 kJ/mol

Density functional theory data (the ωB97M-V functional and the def2-TZVPD basis) for 2 unconnected molecules or ions with the total composition H3OS.

```
! RIJCOSX wB97M-V def2-TZVPD def2/J DEFGRID3
* xyz -1 1
S -1.093 0.078 0.467
O 1.840 -0.107 -0.917
H 1.524 -0.954 -0.599
H 1.035 0.413 -0.709
H -0.397 0.323 1.593
*
```

Output
LUMO level = 4.72 eV
Gap between HOMO and LUMO = 0.278 Eh
ΔE to the lowest compared entry with this formula, charge and spin = 1.3 kJ/mol

Density functional theory data (the ωB97M-V functional and the def2-TZVPD basis) for a molecular structure, C13H23N2O3PV.

```
! RIJCOSX wB97M-V def2-TZVPD def2/J DEFGRID3
* xyz 0 4
V -0.102 -0.819 0.432
P -0.364 2.310 1.191
O -4.438 -3.327 1.904
O -3.793 -2.828 -0.142
O -1.793 -1.131 0.717
N -4.560 -3.381 0.683
N 1.392 -1.892 0.730
C -0.042 4.010 1.679
C -1.168 2.350 -0.479
C 0.949 0.095 -3.533
C -0.379 1.640 -1.544
C -0.530 1.926 -2.899
C 0.919 -2.251 -0.646
C -1.370 1.467 2.405
C 2.844 -1.674 0.892
C 1.016 -0.264 -2.197
C 0.169 1.205 -3.880
C 1.642 -1.571 -1.785
C 0.513 0.591 -1.192
C 0.777 -2.677 1.857
H -2.504 -1.793 0.492
H -2.426 1.729 2.292
H 3.071 -0.622 1.117
H -0.403 4.177 2.702
H 0.394 -3.633 1.470
H 2.687 -1.325 -1.501
H -1.231 2.711 -3.204
H 0.073 1.505 -4.919
H 1.046 4.164 1.659
H 0.959 1.756 1.184
H -1.342 3.406 -0.735
H 3.204 -2.290 1.724
H 3.389 -2.004 -0.002
H 1.492 -0.458 -4.307
H 1.700 -2.297 -2.618
H -0.011 -2.061 2.336
H -1.300 0.368 2.367
H 0.686 -3.311 -0.728
H -0.505 4.743 1.005
H -2.193 1.952 -0.351
H -1.037 1.814 3.387
H 1.541 -2.860 2.614
H 1.029 0.550 -0.175
*
```

Output
LUMO level (alpha / beta) = -0.60 / -0.84 eV
Gap between HOMO and LUMO (alpha / beta) = 0.168 / 0.161 Eh
ΔE to the lowest compared entry with this formula, charge and spin = 60.2 kJ/mol

What did the first record say?
Density functional theory data (the ωB97M-V functional and the def2-TZVPD basis) for a molecular structure, C17H22ClI2OP2Rh.

```
! RIJCOSX wB97M-V def2-TZVPD def2/J DEFGRID3
* xyz 2 5
I -1.930 0.942 -5.850
I 0.037 -0.865 -6.338
Rh -0.086 -0.095 -0.307
Cl 0.272 0.009 2.032
P -1.553 -1.736 0.294
P 1.520 1.676 -0.200
O -0.319 0.136 -3.256
C -3.787 -0.185 0.081
C 1.966 2.365 -1.822
C 0.698 -3.293 0.431
C -4.988 0.889 1.899
C 0.937 3.091 0.790
C 1.381 -4.673 2.301
C 0.254 -4.245 3.021
C 3.090 1.141 0.554
C -0.428 -2.895 1.165
C -2.898 -0.739 1.018
C -0.301 -0.026 -2.107
C -2.524 -2.972 -0.624
C -4.843 0.621 0.525
C -4.055 0.369 2.812
C 1.600 -4.201 0.997
C -0.664 -3.353 2.461
C -2.991 -0.421 2.376
H 1.072 2.766 -2.313
H 2.480 -4.493 0.415
H -5.546 1.019 -0.218
H -5.823 1.520 2.233
H 0.103 -4.580 4.043
H 2.121 -5.342 2.755
H 2.708 3.165 -1.698
H -4.148 0.597 3.870
H -3.655 -0.428 -0.984
H 3.803 1.973 0.591
H 0.697 2.760 1.805
H 3.528 0.334 -0.043
H -1.862 -3.650 -1.163
H 0.869 -2.837 -0.555
H -3.218 -2.516 -1.327
H -1.552 -2.996 2.992
H 0.033 3.511 0.336
H -3.120 -3.588 0.071
H 1.704 3.874 0.832
H -2.212 -0.767 3.056
H 2.908 0.770 1.567
H 2.384 1.573 -2.455
*
```

Output
LUMO level (alpha / beta) = -5.74 / -11.19 eV
Gap between HOMO and LUMO (alpha / beta) = 0.299 / 0.101 Eh
ΔE to the lowest compared entry with this formula, charge and spin = 0.0 kJ/mol